C39H41BrCoN6O3S3 as an isolated structure. Source: OMol25; level of theory: ωB97M-V/def2-TZVPD.

```
94
Properties=species:S:1:pos:R:3:forces:R:3
Co 0.427317 -0.066033 0.342564 -0.1 0.3 -0.4
O -0.932649 1.154742 1.199671 0.2 0.0 -0.2
S -1.710555 2.220817 1.932557 -0.1 -0.1 0.3
C -1.568540 1.754775 3.697073 0.1 0.0 -0.2
C -0.282329 0.980329 3.971167 0.0 -0.1 0.1
C -0.515796 -0.296338 4.789773 0.0 0.1 0.0
C 0.593388 -1.317495 4.578012 -0.1 0.0 -0.1
S 0.479794 -2.306395 3.050878 0.1 0.0 0.1
O 0.281652 -1.367556 1.885872 -0.2 0.0 0.1
C -1.121678 -3.039753 3.317197 0.0 0.0 0.0
C -1.215733 -4.113056 4.192565 0.0 0.0 0.0
C -2.460283 -4.678624 4.422913 0.0 0.0 0.0
C -3.581799 -4.180198 3.771805 0.0 0.0 0.0
C -3.466095 -3.119473 2.883554 0.0 0.0 0.0
C -2.227416 -2.538394 2.649176 0.0 0.0 0.0
C -0.753173 3.728252 1.866372 0.1 -0.1 0.0
C 0.151208 3.886583 0.827022 0.0 0.0 0.0
C 0.816290 5.095686 0.679203 0.0 0.0 0.0
C 0.558974 6.140616 1.555903 0.0 0.0 0.0
C -0.366245 5.979827 2.579507 0.0 0.0 0.0
C -1.033241 4.774954 2.736742 0.0 0.0 0.0
H -2.451288 1.133151 3.854777 0.0 0.0 0.0
H -1.686932 2.663750 4.282704 0.0 0.0 0.0
H 0.458404 1.614278 4.462101 0.0 0.0 0.0
H 0.134597 0.675155 3.014505 0.0 0.0 0.1
H -1.470973 -0.751146 4.517669 0.0 0.0 0.0
H -0.578628 -0.061589 5.853778 0.0 0.0 0.0
H 0.597625 -2.092642 5.348436 0.0 0.0 0.0
H 1.584355 -0.858349 4.557667 0.0 0.0 0.0
H -0.332817 -4.512070 4.678998 0.0 0.0 0.0
H -2.552380 -5.516347 5.100590 0.0 0.0 0.0
H -4.549272 -4.629545 3.950838 0.0 0.0 0.0
H -4.342492 -2.745785 2.370839 0.0 0.0 0.0
H -2.110704 -1.713095 1.958027 0.0 0.0 0.0
H 0.342605 3.064366 0.147130 0.0 0.0 0.0
H 1.534807 5.219706 -0.120445 0.0 0.0 0.0
H 1.070383 7.085799 1.434180 0.0 0.0 0.0
H -0.575803 6.797051 3.256146 0.0 0.0 0.0
H -1.769418 4.672856 3.524157 0.0 0.0 0.0
C 2.441382 0.231125 -2.435596 0.0 0.0 0.0
C 2.030317 -1.103236 -1.918182 -0.1 -0.1 -0.1
N 1.274690 -1.347951 -0.856641 0.1 0.2 0.5
C 1.195086 -2.717443 -0.708627 -0.1 0.0 0.0
C 1.898396 -3.305212 -1.703179 0.0 0.0 0.0
N 2.417459 -2.277512 -2.458998 0.1 0.0 0.1
C 3.280421 -2.469074 -3.625600 -0.1 -0.1 0.0
N 2.677382 -3.364815 -4.553977 0.1 0.1 -0.1
N 3.289989 -4.554933 -4.838869 -0.1 0.0 0.0
N 2.632812 -5.156635 -5.741150 0.0 0.1 0.0
C 1.548529 -4.373230 -6.100858 0.0 0.0 0.0
C 0.542062 -4.593229 -7.042538 0.0 0.0 0.0
C -0.414439 -3.613047 -7.178811 0.0 0.0 0.0
C -0.382627 -2.439962 -6.399311 0.0 0.0 0.0
C 0.603852 -2.211914 -5.463404 0.0 0.0 0.0
C 1.573420 -3.207868 -5.340219 0.0 0.0 0.0
H 2.016810 1.006659 -1.806088 0.0 0.0 0.0
H 2.088935 0.386049 -3.457412 0.0 0.0 0.0
H 3.527161 0.337911 -2.435447 0.0 0.0 0.0
H 0.627331 -3.170135 0.083823 0.0 0.0 0.0
H 2.063164 -4.338939 -1.954985 0.0 0.0 0.0
H 4.223171 -2.921112 -3.323003 0.0 0.0 0.0
H 3.470196 -1.496821 -4.077668 0.0 0.0 0.0
H 0.528924 -5.497308 -7.635392 0.0 0.0 0.0
H -1.210875 -3.739685 -7.899003 0.0 0.0 0.0
H -1.158886 -1.699477 -6.544450 0.0 0.0 0.0
H 0.620494 -1.311946 -4.861349 0.0 0.0 0.0
C -1.490562 1.301612 -3.627489 0.0 0.0 0.0
S -0.939019 1.892468 -2.033542 -0.1 0.2 0.1
O -0.421639 0.635315 -1.355821 0.2 -0.4 -0.1
C -2.513752 2.271104 -1.304264 0.0 0.0 -0.1
C -3.403390 1.253839 -0.981213 0.0 0.0 0.0
C -4.626225 1.592124 -0.428998 0.0 0.0 0.0
C -4.947688 2.929446 -0.209518 0.0 0.0 0.0
C -4.045732 3.933252 -0.528144 0.0 0.0 0.0
C -2.811065 3.605842 -1.075489 0.0 0.0 0.0
H -2.263424 0.547831 -3.490679 0.0 0.0 0.0
H -0.624762 0.887655 -4.140715 0.0 0.0 0.0
H -1.877915 2.160589 -4.175591 0.0 0.0 0.0
H -3.133944 0.216861 -1.143753 0.0 0.0 0.0
H -5.335859 0.815580 -0.176073 0.0 0.0 0.0
H -5.911560 3.186495 0.209270 0.0 0.0 0.0
H -4.299041 4.969881 -0.352009 0.0 0.0 0.0
H -2.093726 4.379707 -1.323145 0.0 0.0 0.0
Br 6.487805 2.381539 2.219180 0.0 0.0 0.0
C 4.808789 1.665608 1.811808 0.0 0.0 0.0
C 3.651392 2.309674 2.216306 0.0 0.0 0.0
C 2.435611 1.750716 1.870722 -0.1 0.1 0.0
N 2.308225 0.630032 1.153001 0.0 0.0 -0.3
C 3.441905 -0.002717 0.810637 0.0 0.0 0.2
C 4.702135 0.472024 1.112762 0.0 0.0 0.0
H 3.688598 3.225965 2.788044 0.0 0.0 0.0
H 1.521289 2.226626 2.194794 0.0 0.0 -0.1
H 3.331512 -0.946508 0.298174 0.0 0.0 -0.1
H 5.581730 -0.081631 0.817059 0.0 0.0 0.0
```
Positions in Å, forces in eV/Å.

* multiplicity: 2
* charge: +2
* energy above the lowest of the compared OMol25 structures with the same formula, charge and spin: 15.6 kcal/mol

Löwdin atomic charge list, values in e, 4 entries:
1. Co 0.61
2. O -0.57
3. S 1.08
4. C -0.27